Entry 1:
70
Properties=species:S:1:pos:R:3 method="wB97M-V/def2-TZVPD" max_force_ev_per_a=0.9 e_tot_ha=-1777.51229 e_lumo_ev=0.4508 e_above_lowest_kj_mol=10.6
C -3.00 -1.85 2.45
O -3.95 -0.92 1.99
C -3.55 0.03 1.10
C -2.24 0.24 0.73
C -1.92 1.21 -0.23
C -0.55 1.45 -0.65
C 0.46 0.56 -0.69
N 0.31 -0.82 -0.50
C -0.68 -1.56 -1.09
O -1.55 -1.07 -1.79
C -0.64 -3.02 -0.78
C 0.05 -3.56 0.30
C 0.00 -4.93 0.53
C -0.73 -5.76 -0.30
C -1.42 -5.22 -1.38
C -1.38 -3.86 -1.61
C 1.83 0.96 -1.14
O 2.44 0.30 -1.96
N 2.33 2.13 -0.64
C 1.98 2.68 0.65
C 3.04 2.30 1.70
C 4.41 2.82 1.27
C 4.73 2.18 -0.07
C 3.63 2.57 -1.09
C 4.72 0.68 0.00
C 5.50 -0.06 -0.84
C 5.30 -1.45 -0.92
C 4.31 -2.03 -0.19
C 3.49 -1.27 0.69
O 2.55 -1.72 1.34
N 3.81 0.09 0.80
C 3.12 0.79 1.87
C -2.94 2.00 -0.75
C -4.26 1.81 -0.38
O -5.29 2.59 -0.86
C -5.01 3.49 -1.90
C -4.59 0.80 0.54
O -5.83 0.50 1.00
C -6.96 0.72 0.18
H -2.24 -1.37 3.07
H -2.52 -2.37 1.62
H -3.56 -2.56 3.06
H -1.45 -0.34 1.17
H -0.34 2.45 -1.00
H 1.11 -1.31 -0.13
H 0.63 -2.95 0.97
H 0.54 -5.34 1.37
H -0.76 -6.82 -0.12
H -2.00 -5.86 -2.03
H -1.92 -3.41 -2.43
H 1.00 2.31 0.96
H 1.92 3.77 0.56
H 2.74 2.74 2.66
H 4.39 3.91 1.18
H 5.16 2.56 2.01
H 5.70 2.53 -0.45
H 3.83 2.10 -2.05
H 3.61 3.66 -1.21
H 6.22 0.43 -1.48
H 5.92 -2.04 -1.58
H 4.09 -3.09 -0.26
H 2.12 0.36 1.95
H 3.64 0.56 2.81
H -2.68 2.76 -1.47
H -5.98 3.91 -2.18
H -4.57 2.99 -2.77
H -4.35 4.30 -1.57
H -6.79 0.36 -0.84
H -7.24 1.78 0.14
H -7.77 0.15 0.64

Entry 2:
11
Properties=species:S:1:pos:R:3 method="wB97M-V/def2-TZVPD" max_force_ev_per_a=2.6 e_tot_ha=-246.99212 multiplicity=2 e_lumo_ev="-8.1022 / -7.3946" total_charge=+1 e_above_lowest_kj_mol=438.5
C -0.24 0.46 0.11
N 0.70 -0.08 1.03
H -1.31 0.56 0.45
H 0.07 1.42 -0.34
H 1.57 -0.27 0.46
H 0.55 -0.83 1.69
H 3.19 -0.54 -1.39
O 2.28 -0.45 -1.06
H -0.45 -0.29 -0.69
H -3.67 0.04 -0.04
O -2.71 -0.03 -0.22

Entry 3:
82
Properties=species:S:1:pos:R:3 method="wB97M-V/def2-TZVPD" max_force_ev_per_a=4.7 e_tot_ha=-2934.48046 e_lumo_ev="-8.0324 / -11.6139" total_charge=+3 e_above_lowest_kj_mol=0.0
Sc -0.50 0.12 -1.13
P 1.30 1.52 0.61
P -1.54 2.60 -1.68
P 2.04 -0.53 -2.14
H -3.51 -4.61 0.81
C -2.75 -4.17 0.11
C -1.35 -4.66 0.10
H -0.84 -4.69 1.07
C 0.65 2.25 2.15
C 2.35 2.94 0.09
C 2.59 0.45 1.38
C -3.08 3.05 -2.58
C -1.59 3.88 -0.36
C -0.32 3.27 -2.88
C 2.57 -2.09 -1.31
C 3.62 0.42 -2.22
C 2.03 -1.09 -3.89
H -3.19 -4.28 -0.91
H -0.96 -5.19 -0.77
H 0.46 1.46 2.90
H -0.30 2.76 1.96
H 1.37 2.97 2.56
H 1.73 3.73 -0.34
H 3.10 2.63 -0.65
H 2.87 3.35 0.97
H 2.13 -0.49 1.69
H 3.00 0.95 2.27
H 3.40 0.23 0.68
H -2.84 3.63 -3.49
H -3.74 3.66 -1.94
H -3.63 2.15 -2.89
H -2.19 4.74 -0.69
H -0.59 4.23 -0.09
H -2.06 3.47 0.54
H -0.80 4.05 -3.49
H 0.02 2.48 -3.57
H 0.55 3.68 -2.37
H 3.22 -2.65 -1.99
H 1.69 -2.71 -1.08
H 3.10 -1.87 -0.37
H 4.30 -0.07 -2.93
H 4.12 0.50 -1.24
H 3.42 1.43 -2.59
H 2.58 -2.04 -3.98
H 2.51 -0.33 -4.52
H 1.00 -1.23 -4.23
C -1.77 -0.90 -3.81
C -2.98 -0.37 -4.29
C -3.52 -0.87 -5.47
C -2.94 -1.98 -6.10
C -1.85 -2.62 -5.50
C -1.28 -2.12 -4.33
O -1.02 -0.16 -2.95
H -2.69 -3.10 0.38
H -3.46 0.43 -3.73
H -4.41 -0.41 -5.90
H -3.35 -2.35 -7.04
H -1.44 -3.53 -5.94
H -0.46 -2.65 -3.81
C -4.84 -1.35 1.67
N -5.05 0.08 1.28
C -5.58 0.89 2.41
C -3.80 0.70 0.60
C -2.56 0.28 1.33
C -2.43 0.55 2.72
C -1.53 -0.19 3.47
C -0.68 -1.11 2.86
C -0.71 -1.26 1.46
C -1.56 -0.46 0.71
H -4.10 -1.39 2.48
H -4.51 -1.92 0.81
H -5.80 -1.73 2.03
H -5.78 0.07 0.55
H -4.95 0.74 3.29
H -5.58 1.94 2.10
H -6.60 0.55 2.60
H -3.86 0.34 -0.44
H -3.97 1.78 0.60
H -3.04 1.33 3.19
H -1.48 -0.05 4.56
H -0.02 -1.73 3.47
H -0.08 -2.03 1.00

Entry 4:
37
Properties=species:S:1:pos:R:3 method="wB97M-V/def2-TZVPD" max_force_ev_per_a=0.7 e_tot_ha=-916.69999 e_lumo_ev=0.6710 e_above_lowest_kj_mol=16.7
O -0.45 -1.25 0.79
C -1.38 -1.75 0.21
O -1.38 -2.00 -1.09
C -2.67 -2.12 0.90
C -3.89 -1.43 0.25
C -3.61 -0.01 -0.24
C -3.03 0.92 0.83
C -2.75 2.32 0.30
C -1.65 2.38 -0.76
N -0.37 1.91 -0.25
C 0.30 0.87 -0.77
O -0.08 0.24 -1.75
C 1.59 0.55 -0.09
C 1.84 0.79 1.26
N 2.99 0.50 1.84
C 3.95 -0.05 1.12
C 3.80 -0.36 -0.23
O 4.78 -0.95 -0.96
C 2.59 -0.05 -0.84
H -0.66 -1.50 -1.53
H -2.80 -3.21 0.84
H -2.58 -1.84 1.95
H -4.70 -1.42 0.98
H -4.21 -2.02 -0.61
H -2.92 -0.06 -1.08
H -4.54 0.42 -0.61
H -3.74 0.99 1.66
H -2.10 0.50 1.22
H -2.47 2.97 1.13
H -3.66 2.74 -0.15
H -1.89 1.75 -1.62
H -1.53 3.41 -1.11
H -0.01 2.38 0.56
H 1.09 1.20 1.92
H 4.87 -0.26 1.64
H 5.56 -1.12 -0.41
H 2.44 -0.27 -1.89

Entry 5:
7
Properties=species:S:1:pos:R:3 method="wB97M-V/def2-TZVPD" max_force_ev_per_a=4.6 e_tot_ha=-348.29573 e_lumo_ev="-0.6059 / -0.6490" e_above_lowest_kj_mol=579.6
C 0.04 0.06 -0.51
N 0.34 -0.97 0.45
N -0.50 0.84 0.61
F 1.57 -0.98 1.06
F -1.88 0.75 0.57
H 0.97 0.60 -0.87
H -0.54 -0.30 -1.30

Entry 6:
90
Properties=species:S:1:pos:R:3 method="wB97M-V/def2-TZVPD" max_force_ev_per_a=0.1 e_tot_ha=-3569.28957 e_lumo_ev=-5.5301 total_charge=+2 e_above_lowest_kj_mol=1.6
Sn 0.53 -1.17 0.48
C 3.25 -2.66 1.46
C 2.21 -3.69 1.00
N 0.84 -3.29 1.41
C 0.63 -3.34 2.88
C -0.19 -2.17 3.40
N 0.11 -0.89 2.70
C 1.24 -0.10 3.23
C 2.57 -0.79 2.99
N 2.67 -1.29 1.58
H 4.06 -2.64 0.73
H 3.69 -2.94 2.41
H 2.46 -4.67 1.42
H 2.21 -3.78 -0.08
H 0.17 -3.89 0.95
H 1.61 -3.37 3.35
H 0.14 -4.27 3.15
H -0.04 -2.06 4.48
H -1.25 -2.36 3.24
H -0.74 -0.31 2.84
H 1.11 0.11 4.29
H 1.23 0.86 2.71
H 2.69 -1.64 3.66
H 3.38 -0.10 3.20
H 3.27 -0.65 1.05
C -2.92 -0.23 -6.97
C -1.55 -0.42 -6.97
C -0.94 -1.13 -5.94
C -1.71 -1.64 -4.90
C -3.09 -1.43 -4.90
C -3.69 -0.73 -5.93
Sb -0.83 -2.97 -3.50
C 0.89 -1.77 -2.97
C 0.92 -0.38 -3.04
C 2.00 0.33 -2.54
C 3.08 -0.34 -1.97
C 3.08 -1.72 -1.91
C 1.98 -2.44 -2.41
C -1.81 -2.22 -1.73
C -1.86 -3.03 -0.59
C -2.33 -2.52 0.63
C -2.77 -1.20 0.71
C -2.76 -0.41 -0.44
C -2.28 -0.91 -1.64
H -3.40 0.31 -7.79
H -0.95 -0.04 -7.79
H 0.13 -1.28 -5.97
H -3.71 -1.84 -4.10
H -4.77 -0.58 -5.93
H 0.09 0.16 -3.50
H 2.02 1.41 -2.62
H 3.94 0.22 -1.62
H 3.95 -2.26 -1.55
H 2.01 -3.52 -2.41
H -1.56 -4.07 -0.65
H -2.41 -3.18 1.49
H -3.16 -0.81 1.64
H -3.13 0.61 -0.39
H -2.28 -0.28 -2.52
S -2.18 1.08 3.93
C -1.13 2.14 3.18
S -1.06 2.28 1.45
C 0.34 3.32 1.61
N 0.65 3.57 2.83
N -0.19 2.94 3.70
C 0.09 3.09 5.11
C -0.94 3.34 6.00
C -0.64 3.48 7.34
C 0.67 3.38 7.78
C 1.70 3.15 6.87
C 1.41 3.00 5.53
S 1.39 3.95 0.35
H -1.96 3.43 5.64
H -1.44 3.68 8.05
H 0.90 3.50 8.83
H 2.72 3.10 7.21
H 2.20 2.86 4.80
O -0.77 2.95 -1.24
B 0.49 3.50 -1.17
O 1.07 3.69 -2.40
C 0.12 3.22 -3.30
C 0.21 3.15 -4.67
C -0.90 2.60 -5.32
C -2.02 2.18 -4.63
C -2.10 2.27 -3.24
C -0.99 2.78 -2.60
H 1.08 3.50 -5.20
H -0.88 2.53 -6.40
H -2.86 1.78 -5.17
H -2.98 1.97 -2.69